The following is a quantum chemistry calculation of C25H58AlIN8O4P3 as an isolated structure, from the Open Molecules 2025 dataset.

Geometry as XYZ:
```
100
C25H58AlIN8O4P3 wB97M-V/def2-TZVPD
C 0.0764 -0.8423 -2.6483
Al 0.4322 1.0799 -2.0473
C -0.1059 2.5205 -3.3946
C 0.8131 2.6034 -4.7115
C 0.3023 1.6114 -5.9027
I 1.8457 0.1862 -6.5296
C -0.7431 1.3699 -0.3524
C -2.1879 0.6775 -0.4648
C -2.3542 -0.6563 0.4240
O -1.7464 -0.6576 1.5377
N -3.2130 -1.8131 0.0007
C -2.2745 -2.8428 -0.5436
C -1.1201 -3.4366 0.3119
C -0.0864 -4.4689 -0.1896
C -0.2239 -4.9849 -1.6421
C -1.3895 -4.4389 -2.5371
C -2.4047 -3.3739 -2.0030
P 2.6657 1.3980 -1.3362
N 3.0922 0.0524 -0.2357
O 3.7648 1.2669 -2.6715
H 0.8044 -1.2258 -3.4415
H 0.2448 -1.5108 -1.7141
H -1.0034 -1.0157 -2.9846
H -1.1942 2.3387 -3.7068
H 0.0025 3.5394 -2.8562
H 1.9348 2.5016 -4.5194
H 0.6665 3.6700 -5.1457
H -0.6983 1.1089 -5.6298
H 0.0713 2.2433 -6.8411
H -0.9091 2.5137 -0.3128
H -0.1513 1.1011 0.5861
H -2.5017 0.5282 -1.5638
H -2.9565 1.4283 -0.0266
H -3.7290 -1.4988 -0.8499
H -1.0384 -3.0699 1.3867
H 0.7266 -4.7911 0.5401
H 0.5409 -5.7530 -2.0051
H -1.4768 -4.8716 -3.5996
H -3.2220 -3.0380 -2.7340
H 3.4546 0.4472 0.6462
H 3.9045 -0.4451 -0.6562
H 4.6611 1.1948 -2.2685
O 7.0232 2.2319 -1.5048
P 7.1480 3.6287 -0.8726
N 8.5503 4.0010 -1.8166
C 9.7452 4.7190 -1.4084
C 8.2806 4.2158 -3.2410
N 7.6636 2.9769 0.6523
C 8.8952 3.3158 1.3387
C 7.3897 1.5559 0.9006
N 7.2158 5.2463 -0.1425
C 6.2216 5.3752 0.9611
C 6.8641 6.3540 -1.0596
H 9.5808 5.7851 -1.2159
H 10.5228 4.6558 -2.1767
H 10.2127 4.2881 -0.5283
H 7.6954 5.1250 -3.4167
H 7.7144 3.3799 -3.6590
H 9.1977 4.2922 -3.8314
H 9.7583 2.8060 0.8960
H 8.8463 3.0101 2.3917
H 9.0776 4.3912 1.3704
H 8.0897 0.9143 0.3529
H 6.3698 1.2945 0.6147
H 7.4728 1.3139 1.9662
H 5.2040 5.2037 0.5937
H 6.2693 6.3705 1.4131
H 6.4014 4.6747 1.7760
H 5.9189 6.1589 -1.5778
H 7.6333 6.5366 -1.8091
H 6.7747 7.2986 -0.5175
O -5.9224 -5.1026 3.6755
P -7.0565 -4.2640 3.0632
N -6.2868 -2.7755 3.4869
C -6.9000 -1.5518 3.9731
C -5.0802 -2.4740 2.7070
N -8.1724 -4.6999 4.3221
C -8.8901 -3.7673 5.1699
C -7.8410 -5.8775 5.1334
N -8.3745 -3.3621 2.2840
C -9.4718 -4.2784 1.8622
C -7.9942 -2.6716 1.0305
H -7.5123 -1.0329 3.2269
H -6.1400 -0.8377 4.3057
H -7.5119 -1.7114 4.8559
H -5.3107 -2.2689 1.6572
H -4.3840 -3.3158 2.7270
H -4.5323 -1.6139 3.1003
H -8.2480 -3.3631 5.9601
H -9.7336 -4.2663 5.6644
H -9.3430 -2.9494 4.6074
H -7.0562 -5.6493 5.8638
H -7.5130 -6.7087 4.5077
H -8.7166 -6.2435 5.6819
H -9.1040 -5.0316 1.1566
H -10.2845 -3.7199 1.3882
H -9.9284 -4.8049 2.7000
H -7.4754 -3.3486 0.3428
H -7.3544 -1.8079 1.2065
H -8.8735 -2.2674 0.5230
```

Output
HOMO level   -3.266 eV
HOMO-LUMO gap   4.033 eV
Net charge   -1

Atom charges from the Mulliken analysis, given in e for atoms 1 to 5:
1. C -0.42
2. Al -0.43
3. C -0.56
4. C -0.36
5. C -0.89

The following is a quantum chemistry calculation of one molecule with the formula C12H13N3, from the Open Molecules 2025 dataset.

Geometry as XYZ:
```
28
C12H13N3 wB97M-V/def2-TZVPD
C -1.4050 0.7933 2.0340
C -0.4557 0.3518 0.9384
C 0.9083 -0.0810 1.3774
N -1.0912 -0.8698 0.1487
C -0.2884 -1.2277 -0.9497
C 0.0707 -2.5202 -1.4297
C 0.8046 -2.7387 -2.6037
C 1.2600 -1.6967 -3.3807
C 0.9585 -0.3785 -2.9583
C 0.2370 -0.1671 -1.7422
C 0.1313 1.1680 -1.2892
N 0.6210 2.2477 -1.8317
C 0.5506 3.2210 -0.9257
C -0.0094 2.7580 0.2277
N -0.3505 1.4115 -0.0321
H -2.3754 0.9516 1.5005
H -0.9385 1.6802 2.4902
H -1.5373 0.2202 2.9497
H 1.4670 0.6143 1.9301
H 1.4905 -0.1262 0.4699
H 0.8057 -1.1414 1.6586
H -1.2438 -1.6675 0.8017
H -0.1193 -3.3770 -0.9161
H 1.0390 -3.7120 -2.8801
H 1.8169 -1.8709 -4.3130
H 1.3013 0.5726 -3.2910
H 1.0290 4.0966 -1.0854
H -0.3883 3.3035 0.9855
```

Output
Structure (SMILES)   CC1(C)Nc2ccccc2-c2nccn21
HOMO level   -7.787 eV
HOMO-LUMO gap   8.526 eV
ΔE to the lowest compared entry with this formula, charge and spin   0.0 kJ/mol
Net charge   0

Atom charges from the Mulliken analysis, given in e for atoms 1 to 5:
1. C -1.67
2. C 0.86
3. C -1.43
4. N -0.35
5. C 0.37

The following is a quantum chemistry calculation of C27H60Br2N5O5 as an isolated structure, from the Open Molecules 2025 dataset.

Geometry as XYZ:
```
99
C27H60Br2N5O5 wB97M-V/def2-TZVPD
C 11.8166 17.9069 14.3008
C 11.3766 17.2065 13.0590
O 10.9289 17.6980 12.0925
N 11.7228 15.7377 13.0979
H 12.5545 15.6051 13.7156
H 10.9282 15.2832 13.5413
C 11.8931 15.0784 11.7708
H 12.8229 17.5920 14.4962
H 11.2079 17.5798 15.1345
H 11.7179 18.9760 14.1896
H 10.9193 14.8642 11.3235
H 12.4137 14.1121 11.9351
H 12.4574 15.7246 11.0623
C 22.3293 10.9463 17.5864
C 21.2341 10.6784 16.5302
O 21.3094 10.5450 15.3726
N 19.8115 10.5066 17.1944
H 19.9531 10.0971 18.1297
H 19.5023 11.4460 17.4471
C 18.8850 9.7667 16.2666
H 22.5225 10.1389 18.3761
H 21.9853 11.8731 18.0107
H 23.2741 11.1408 17.0566
H 17.8723 9.9723 16.5219
H 19.0984 8.7026 16.2179
H 18.9931 10.2752 15.2985
C 16.6253 13.9770 10.9695
C 16.9365 13.1821 12.1690
O 18.0232 12.7727 12.6047
N 15.8018 12.7326 12.9595
H 15.2004 13.6828 13.1699
H 15.0378 12.0538 12.2559
C 16.0961 11.9842 14.2064
H 15.7751 13.4984 10.4472
H 17.5439 13.9742 10.4262
H 16.3002 14.9811 11.2052
H 16.8986 11.2766 14.0781
H 15.1432 11.4748 14.3954
H 16.2639 12.6393 15.0216
C 12.7896 5.7090 9.3004
C 13.0717 7.0579 10.0477
C 14.4607 7.6062 9.8304
C 14.7021 7.9992 8.3537
C 13.9030 9.2343 7.8801
C 12.4150 9.1238 8.1782
N 12.1198 8.1742 9.3632
O 10.8329 8.1132 9.6999
C 11.6290 8.4542 7.0010
C 11.7429 10.3715 8.5595
C 12.6689 7.1043 11.5092
H 13.5445 4.9555 9.6591
H 12.9035 5.6577 8.2262
H 11.7670 5.3716 9.5101
H 15.1030 6.8264 10.1720
H 14.6618 8.4785 10.3792
H 14.4655 7.1741 7.6936
H 15.7542 8.2483 8.1595
H 13.9690 9.4906 6.8442
H 14.1556 10.1201 8.4136
H 12.1031 7.4754 6.8396
H 11.7769 9.0561 6.1240
H 10.5232 8.3610 7.1007
H 10.6807 10.2795 8.6562
H 11.9587 11.0991 7.7689
H 12.2023 10.8582 9.4173
H 12.6893 8.1335 11.8791
H 13.3157 6.5224 12.1784
H 11.6678 6.6881 11.4564
C 22.0548 14.2785 9.6494
C 23.4320 14.6603 9.2224
C 23.9941 15.7852 10.0944
C 24.3023 15.3805 11.5521
C 25.3018 14.2594 11.4743
C 25.0129 12.9795 10.6358
N 24.4032 13.4803 9.3376
O 24.3581 12.6999 8.3170
C 23.9358 12.0851 11.3012
C 26.2921 12.2408 10.3024
C 23.5610 15.2031 7.8003
H 22.0469 14.0854 10.7464
H 21.6744 13.3827 9.1299
H 21.3909 15.1544 9.3373
H 23.2910 16.6047 10.1129
H 24.8167 16.2133 9.5598
H 23.4145 15.1045 12.1327
H 24.8355 16.0858 12.1074
H 25.6012 13.8965 12.4571
H 26.2500 14.5981 11.0155
H 24.2845 11.7863 12.3213
H 23.8092 11.2039 10.6702
H 22.9282 12.6178 11.3789
H 26.1708 11.1928 10.0231
H 26.9007 12.2075 11.2144
H 26.9028 12.7481 9.6105
H 24.5345 15.5968 7.5603
H 22.8174 16.0496 7.6570
H 23.2186 14.4407 7.0611
Br 14.5221 15.4930 14.4998
Br 13.4207 11.0162 11.8851
```

Output
HOMO level   -14.297 eV
HOMO-LUMO gap   4.964 eV
Net charge   +3

Atom charges from the Mulliken analysis, given in e for atoms 1 to 5:
1. C -1.01
2. C 0.62
3. O -0.41
4. N 0.28
5. H -0.05

The following is a quantum chemistry calculation of a 10-piece molecular cluster, C36H73N2O20PS6 overall, from the Open Molecules 2025 dataset.

Geometry as XYZ:
```
138
C36H73N2O20PS6 wB97M-V/def2-TZVPD
N -1.8023 -45.7723 -2.7550
H -1.7527 -44.7601 -2.4448
H -1.0454 -45.9078 -3.4153
H -2.7287 -45.8789 -3.1923
H -1.7065 -46.3189 -1.9054
N 0.9122 -37.2346 -0.2416
H 1.9215 -37.2425 -0.1326
H 0.5303 -36.3317 0.0264
H 0.4126 -38.0727 0.1892
H 0.7243 -37.3182 -1.2527
C -1.2630 -41.4598 -0.1794
C -1.4170 -42.5158 -1.0958
C -0.9157 -42.3298 -2.5163
O -0.9251 -43.3386 -3.2521
C -0.3694 -41.0947 -2.8883
C -0.1729 -40.0547 -1.9632
C -0.5566 -40.3000 -0.4845
O -0.1931 -39.4832 0.3985
O 0.3140 -38.9494 -2.2602
O -1.8535 -43.6327 -0.7868
H -1.5450 -41.5730 0.8581
H -0.0281 -40.9247 -3.9006
C -0.1888 -42.6701 4.1366
C 0.7085 -42.3405 5.3401
C 2.1352 -42.3745 4.8181
S 2.0472 -41.5254 3.2308
O 2.8045 -42.2859 2.2756
O 2.3002 -40.1212 3.4380
C 0.2750 -41.7799 3.0079
H -1.2413 -42.6085 4.4012
H 0.0383 -43.7102 3.8721
H 0.5790 -43.0169 6.1826
H 0.5134 -41.3231 5.6989
H 2.4125 -43.4093 4.6070
H 2.9219 -41.9151 5.4097
H 0.1015 -42.0230 1.9644
H -0.0977 -40.7598 3.1537
C -3.2671 -38.1416 -2.6743
C -3.1622 -37.6568 -1.2260
C -3.1144 -36.1445 -1.3325
S -1.9553 -35.8469 -2.6650
O -0.6124 -35.9089 -2.1414
O -2.3517 -34.7061 -3.4410
C -2.2791 -37.4092 -3.5617
H -4.2758 -37.9501 -3.0596
H -3.2216 -39.2330 -2.7189
H -2.2362 -38.0049 -0.7568
H -3.9935 -38.0377 -0.6349
H -2.7888 -35.5934 -0.4458
H -4.0791 -35.6723 -1.5319
H -1.2888 -37.8410 -3.7020
H -2.7075 -37.0510 -4.4943
C -3.3644 -39.7726 2.4287
C -3.8022 -41.1960 2.8063
C -4.1322 -40.9984 4.2978
S -5.0862 -39.4700 4.3707
O -4.4815 -38.6405 5.3750
O -6.4954 -39.7437 4.3746
C -4.5539 -38.8973 2.7374
H -3.1253 -39.7175 1.3607
H -2.4460 -39.5076 2.9521
H -2.9883 -41.9220 2.7797
H -4.6378 -41.6077 2.2456
H -3.2498 -40.8518 4.9126
H -4.7893 -41.7604 4.7194
H -4.4502 -37.8172 2.7250
H -5.3761 -39.1951 2.0812
C 2.9567 -42.0674 -1.3515
C 2.2429 -43.3026 -0.8052
C 2.3231 -44.3803 -1.8553
S 4.0174 -44.2792 -2.4534
O 4.0731 -44.4809 -3.8786
O 4.8328 -45.0586 -1.5604
C 4.2142 -42.5120 -2.0975
H 3.1471 -41.3479 -0.5560
H 2.2918 -41.5513 -2.0513
H 1.2041 -43.1013 -0.5285
H 2.6827 -43.5925 0.1526
H 1.6708 -44.1137 -2.6935
H 2.1210 -45.4006 -1.5402
H 4.2600 -42.0789 -3.0957
H 5.1636 -42.3332 -1.6004
C 2.4308 -41.9590 -5.2924
C 1.9093 -42.5501 -6.6217
C 2.6601 -41.9454 -7.7913
S 3.1976 -40.3250 -7.2036
O 2.4459 -39.2732 -7.8446
O 4.6342 -40.2904 -7.2232
C 2.5869 -40.4707 -5.5110
H 3.3705 -42.4492 -5.0368
H 1.7199 -42.2499 -4.5166
H 0.8391 -42.3811 -6.7213
H 2.0470 -43.6308 -6.5712
H 2.0540 -41.7768 -8.6787
H 3.5297 -42.5362 -8.0684
H 1.6379 -39.9405 -5.4585
H 3.3504 -39.9293 -4.9515
C -3.2703 -41.3988 -5.7731
C -2.4743 -40.1189 -5.5232
C -1.2656 -40.1427 -6.4323
S -1.7747 -41.0045 -7.9366
O -1.0381 -42.2329 -8.0884
O -1.9006 -40.0951 -9.0425
C -3.3960 -41.4682 -7.2902
H -4.2763 -41.3500 -5.3613
H -2.7363 -42.2522 -5.3465
H -2.1436 -40.0020 -4.4905
H -3.1110 -39.2513 -5.7277
H -0.4780 -40.8024 -6.0602
H -0.8223 -39.1770 -6.6633
H -3.6517 -42.4141 -7.7594
H -4.0597 -40.6755 -7.6433
C -6.4802 -43.7572 -7.8247
C -5.6373 -44.4483 -6.7792
O -5.6183 -43.6164 -5.5865
P -5.4225 -44.3391 -4.1933
O -4.1959 -45.1325 -4.1140
O -5.4918 -43.1977 -3.1248
C -4.3408 -42.4515 -2.6206
C -4.8415 -41.4414 -1.6144
O -6.7598 -45.0974 -3.8986
C -8.0632 -44.5082 -4.0880
C -8.5623 -43.8336 -2.8271
H -7.5253 -43.7832 -7.5196
H -6.0927 -42.7673 -8.0355
H -6.4470 -44.4062 -8.7047
H -6.0064 -45.4534 -6.5535
H -4.6042 -44.6121 -7.0934
H -3.7542 -43.2127 -2.1074
H -3.7757 -41.9948 -3.4230
H -5.3269 -40.6220 -2.1544
H -5.5271 -41.8702 -0.8907
H -3.9513 -41.0208 -1.1372
H -8.0613 -43.8261 -4.9385
H -8.7088 -45.3514 -4.3318
H -7.9014 -43.0172 -2.5388
H -9.5343 -43.3680 -3.0046
H -8.6581 -44.5416 -2.0067
```

Output
HOMO level   -8.012 eV
HOMO-LUMO gap   7.618 eV
Net charge   0

Atom charges from the Mulliken analysis, given in e for atoms 1 to 5:
1. N -0.09
2. H -0.01
3. H 0.35
4. H 0.47
5. H 0.39

The following is a quantum chemistry calculation of a 2-piece molecular cluster, C3H10O3 overall, from the Open Molecules 2025 dataset.

Geometry as XYZ:
```
16
C3H10O3 wB97M-V/def2-TZVPD
O -0.9239 1.3248 1.3651
C 0.2626 0.5759 1.3737
C 0.6483 -0.0078 -0.0087
C 1.6539 -1.1559 0.1744
O 1.0807 -2.4506 -0.0307
H -1.1411 1.5888 0.4664
H 1.0802 1.2281 1.6865
H 0.1498 -0.3004 2.0123
H -0.2396 -0.4242 -0.4853
H 1.1270 0.7406 -0.6213
H 2.4737 -1.1396 -0.5400
H 2.0819 -1.1378 1.1840
H 0.2975 -2.5505 0.4521
O -2.7880 1.2359 -1.9515
H -3.6211 1.2971 -2.4145
H -2.1419 1.1757 -2.6624
```

Output
Structure (SMILES)   OCCCO.O
HOMO level   -10.183 eV
HOMO-LUMO gap   10.786 eV
ΔE to the lowest compared entry with this formula, charge and spin   70.8 kJ/mol
Net charge   0

Atom charges from the Mulliken analysis, given in e for atoms 1 to 5:
1. O -0.52
2. C -0.34
3. C -0.56
4. C -0.46
5. O -0.55

The following is a quantum chemistry calculation of C5H7FOS as an isolated structure, from the Open Molecules 2025 dataset.

Geometry as XYZ:
```
15
C5H7FOS wB97M-V/def2-TZVPD
C -2.4240 0.9356 -0.1752
C -1.6570 -0.4771 0.0330
C -0.4481 -0.8193 0.5403
C 0.6575 0.0203 1.2318
C 1.5220 0.3222 0.0306
H -0.3423 1.9430 -1.0473
H -3.1074 0.7804 -1.4174
H -3.2593 1.1184 0.9177
H -0.2204 -1.8745 0.5072
H 0.2654 0.9446 1.5552
H 0.9713 -0.5501 2.1320
H 1.0798 1.2506 -0.5356
O -0.9755 1.7621 -0.0983
F -2.4949 -1.5302 -0.4862
S 3.0606 -0.2392 -0.4320
```

Output
HOMO level   -8.737 eV
HOMO-LUMO gap   8.215 eV
ΔE to the lowest compared entry with this formula, charge and spin   614.8 kJ/mol
Net charge   0

Atom charges from the Mulliken analysis, given in e for atoms 1 to 5:
1. C -0.38
2. C 0.30
3. C -0.38
4. C -0.21
5. C -0.21

The following is a quantum chemistry calculation of C9H12ClMoO6PS4Te as an isolated structure, from the Open Molecules 2025 dataset.

Geometry as XYZ:
```
35
C9H12ClMoO6PS4Te wB97M-V/def2-TZVPD
Mo -0.1573 -0.3932 0.6860
O 0.2784 5.5386 4.0589
C 0.2404 4.4959 3.5144
S 0.5772 4.2622 1.7581
C 0.2820 2.5595 1.7563
C -0.0100 1.9704 2.9326
S -0.1747 0.2215 3.0628
S -0.0759 2.9315 4.3695
S 0.3766 1.7042 0.2141
Cl 0.2721 -1.1513 -1.8123
C 1.9235 -1.8298 -1.5245
C 2.4618 -1.1895 -0.2619
O 3.5040 -0.6874 -0.0854
O 1.4776 -1.2534 0.7367
H 2.5343 -1.5805 -2.3860
H 1.8112 -2.9044 -1.4050
C -5.4528 -0.3624 -0.6664
C -5.0545 -1.6160 0.0547
O -4.3555 -1.2561 1.3434
P -2.8650 -1.0447 1.5814
O -2.1278 -0.0941 0.6172
Te -2.5002 -0.1881 3.8219
O -1.9929 -2.3421 1.3265
C -2.2078 -3.6318 2.0429
C -1.5569 -4.7220 1.2405
H -5.9971 -0.6508 -1.5668
H -4.5861 0.2247 -0.9684
H -6.1144 0.2477 -0.0546
H -4.3701 -2.2492 -0.5069
H -5.8999 -2.1997 0.4031
H -3.2845 -3.7695 2.1348
H -1.7652 -3.5135 3.0305
H -2.0048 -4.8083 0.2517
H -1.6979 -5.6693 1.7610
H -0.4848 -4.5505 1.1446
```

Output
HOMO level (spin up / spin down)   -14.624 / -14.624 eV
HOMO-LUMO gap (spin up / spin down)   5.716 / 5.723 eV
ΔE to the lowest compared entry with this formula, charge and spin   0.0 kJ/mol
Net charge   +2

Atom charges from the Mulliken analysis, given in e for atoms 1 to 5:
1. Mo 0.77
2. O -0.39
3. C 0.55
4. S -0.05
5. C 0.36